This record from the Open Molecules 2025 dataset describes a 21-piece molecular cluster, C63H140N14O35 overall. The level of theory is ωB97M-V/def2-TZVPD.

```
! RIJCOSX wB97M-V def2-TZVPD def2/J DEFGRID3
* xyz 0 1
C -1.975 2.965 3.689
O -1.917 2.141 4.907
C -1.051 2.407 5.875
O -0.050 3.061 5.813
O -1.380 1.637 6.894
C -0.429 1.765 7.995
H -2.892 3.592 3.715
H -2.122 2.284 2.882
H -1.084 3.588 3.585
H 0.541 1.411 7.670
H -0.753 1.140 8.812
H -0.338 2.819 8.280
C -3.817 -4.099 -0.351
O -5.007 -4.118 -1.156
C -5.341 -2.884 -1.580
O -4.791 -1.872 -1.322
O -6.451 -2.917 -2.420
C -6.704 -1.709 -3.143
H -2.991 -3.661 -0.848
H -3.547 -5.091 -0.041
H -3.977 -3.488 0.495
H -7.116 -0.952 -2.472
H -7.369 -2.065 -3.979
H -5.690 -1.395 -3.496
C 5.097 -6.624 -2.968
O 4.555 -5.738 -1.981
C 5.231 -5.784 -0.820
O 6.152 -6.521 -0.608
O 4.714 -4.891 -0.006
C 5.433 -4.666 1.185
H 4.433 -6.643 -3.800
H 5.185 -7.637 -2.645
H 6.108 -6.332 -3.340
H 5.522 -5.654 1.669
H 4.758 -4.181 1.885
H 6.411 -4.192 1.085
C -4.786 2.498 -2.820
O -4.504 2.678 -4.248
C -3.940 1.683 -4.920
O -3.678 1.743 -6.095
O -3.770 0.594 -4.167
C -2.943 -0.375 -4.697
H -5.506 1.736 -2.664
H -5.169 3.434 -2.394
H -3.865 2.265 -2.306
H -1.977 0.014 -4.909
H -3.395 -0.827 -5.555
H -2.805 -1.114 -3.900
C -7.189 -3.598 3.036
O -7.359 -3.575 1.631
C -8.473 -4.125 1.121
O -9.497 -4.311 1.744
O -8.224 -4.434 -0.146
C -9.412 -4.761 -0.920
H -6.134 -3.418 3.177
H -7.510 -4.599 3.418
H -7.786 -2.798 3.480
H -10.149 -5.283 -0.383
H -9.041 -5.328 -1.771
H -9.837 -3.828 -1.324
C -4.863 0.535 1.570
O -6.137 0.127 2.103
C -7.198 0.249 1.339
O -7.174 0.660 0.219
O -8.256 -0.243 1.989
C -9.487 -0.065 1.209
H -4.091 -0.144 2.008
H -4.602 1.563 1.910
H -5.007 0.532 0.465
H -10.313 -0.382 1.830
H -9.500 -0.631 0.302
H -9.719 0.909 0.937
C 3.387 -2.747 -8.986
O 3.128 -3.449 -7.846
C 3.864 -3.291 -6.810
O 4.945 -2.708 -6.763
O 3.200 -3.817 -5.751
C 3.985 -3.564 -4.522
H 4.224 -2.019 -8.868
H 2.520 -2.197 -9.324
H 3.715 -3.469 -9.783
H 5.020 -3.823 -4.660
H 3.541 -4.177 -3.747
H 3.802 -2.552 -4.301
C 6.538 -0.923 -3.953
C 6.737 -1.875 -2.702
O 6.231 -1.620 -1.590
N 7.496 -3.011 -2.901
C 7.841 -3.864 -1.803
H 5.567 -0.413 -3.752
H 6.535 -1.584 -4.867
H 7.313 -0.208 -3.931
H 7.661 -3.228 -3.875
H 6.957 -4.065 -1.166
H 8.621 -3.511 -1.136
H 8.127 -4.820 -2.262
C 2.322 1.250 -1.547
C 3.749 1.277 -1.952
O 4.090 0.849 -3.045
N 4.600 1.856 -1.125
C 6.029 1.951 -1.518
H 1.817 1.923 -2.265
H 2.159 1.642 -0.546
H 1.966 0.204 -1.675
H 4.252 2.356 -0.346
H 6.127 2.348 -2.533
H 6.341 0.938 -1.508
H 6.660 2.600 -0.843
C 3.199 -3.590 5.216
C 2.606 -2.745 4.127
O 2.790 -1.558 3.988
N 1.731 -3.374 3.280
C 1.642 -4.791 3.154
H 3.866 -3.065 5.877
H 3.828 -4.426 4.900
H 2.363 -3.979 5.820
H 1.557 -2.798 2.466
H 0.691 -5.291 2.949
H 2.185 -5.300 3.938
H 2.146 -5.129 2.211
C -2.591 5.000 -4.978
C -2.487 4.640 -3.521
O -3.111 5.295 -2.679
N -1.629 3.681 -3.188
C -1.479 3.213 -1.832
H -2.960 4.113 -5.556
H -1.565 5.132 -5.341
H -3.268 5.831 -5.205
H -1.138 3.161 -3.934
H -1.030 3.938 -1.153
H -0.828 2.353 -1.762
H -2.437 2.849 -1.390
C -1.687 -1.554 3.306
C -2.174 -2.820 3.923
O -2.626 -3.720 3.223
N -1.978 -3.018 5.219
C -1.209 -2.119 6.122
H -1.686 -0.610 3.908
H -2.436 -1.397 2.551
H -0.757 -1.729 2.844
H -2.335 -3.891 5.550
H -1.682 -1.143 6.218
H -0.199 -2.158 5.765
H -1.141 -2.577 7.130
C -5.505 4.263 0.259
C -4.377 5.047 0.952
O -4.304 5.003 2.148
N -3.532 5.676 0.173
C -2.311 6.405 0.713
H -6.328 4.211 0.999
H -5.167 3.255 0.140
H -5.889 4.636 -0.693
H -3.479 5.550 -0.830
H -1.688 6.630 -0.165
H -1.802 5.714 1.378
H -2.590 7.387 1.200
C 0.667 0.921 2.033
C -0.379 0.823 0.995
O -1.301 1.641 0.904
N -0.346 -0.280 0.187
C -1.311 -0.576 -0.878
H 0.150 1.452 2.889
H 1.418 1.526 1.573
H 1.162 0.030 2.403
H 0.388 -0.956 0.386
H -1.947 -1.373 -0.538
H -0.814 -0.938 -1.751
H -1.847 0.358 -1.159
C 8.318 4.502 3.224
C 7.431 3.707 2.411
O 7.220 3.875 1.211
N 7.067 2.495 2.872
C 6.405 1.546 2.011
H 9.279 4.485 2.729
H 8.384 4.368 4.302
H 7.988 5.523 3.028
H 7.029 2.446 3.898
H 6.895 1.644 1.080
H 5.346 1.961 1.822
H 6.381 0.595 2.560
C 4.403 1.640 7.595
C 4.667 2.139 6.186
O 5.797 2.435 5.823
N 3.548 2.286 5.391
C 3.525 2.484 3.937
H 4.147 2.438 8.275
H 5.256 1.060 7.957
H 3.528 0.991 7.563
H 2.711 1.984 5.824
H 4.252 3.229 3.585
H 2.507 2.835 3.719
H 3.639 1.539 3.404
C 1.462 0.717 -5.221
C 0.948 2.151 -5.595
O -0.136 2.541 -5.236
N 1.727 2.980 -6.400
C 1.383 4.418 -6.568
H 0.638 0.080 -5.185
H 2.033 0.595 -4.273
H 2.161 0.372 -5.993
H 2.693 2.784 -6.583
H 1.553 4.856 -5.593
H 0.366 4.433 -6.843
H 1.948 4.912 -7.366
C 1.134 3.937 0.523
C 2.479 4.163 1.197
O 3.313 3.267 1.222
N 2.712 5.343 1.776
C 3.832 5.725 2.620
H 1.363 3.456 -0.424
H 0.592 4.898 0.269
H 0.540 3.293 1.101
H 1.966 5.984 1.777
H 3.712 5.693 3.695
H 4.039 6.779 2.383
H 4.694 5.195 2.273
C -1.812 -4.789 -4.084
C -0.537 -4.099 -4.367
O -0.213 -3.097 -3.664
N 0.285 -4.442 -5.366
C 0.054 -5.521 -6.348
H -1.757 -5.823 -4.098
H -2.639 -4.466 -4.740
H -2.174 -4.432 -3.093
H 1.222 -4.118 -5.343
H -0.380 -5.271 -7.297
H -0.577 -6.301 -5.889
H 1.020 -6.004 -6.472
C 2.464 -3.117 -1.484
C 2.668 -2.256 -0.250
O 1.721 -2.163 0.587
N 3.793 -1.612 -0.070
C 4.015 -0.652 1.020
H 1.920 -2.558 -2.222
H 1.907 -4.048 -1.290
H 3.419 -3.410 -1.944
H 4.531 -1.740 -0.734
H 5.064 -0.378 1.099
H 3.660 -0.985 1.986
H 3.499 0.315 0.813
C -7.277 4.942 4.656
C -7.750 3.771 3.859
O -8.675 3.819 3.082
N -7.152 2.561 4.068
C -5.900 2.399 4.773
H -7.559 4.921 5.724
H -7.550 5.776 4.114
H -6.158 4.912 4.656
H -7.432 1.865 3.410
H -5.619 1.355 4.892
H -6.006 2.789 5.822
H -5.104 2.917 4.239
*
```

Maximum force ... 4.20 eV/A
E_tot ... -5884.70261 Ha
HOMO-LUMO gap ... 8.904 eV
Lowest unoccupied orbital energy ... 0.12 eV